{"formula": "C38H62N2O10S3", "method": "ωB97M-V/def2-TZVPD", "species": ["C", "C", "C", "C", "C", "C", "C", "C", "C", "C", "N", "C", "C", "O", "C", "C", "C", "C", "C", "C", "C", "C", "O", "C", "O", "N", "C", "C", "C", "C", "C", "O", "H", "H", "H", "H", "H", "H", "H", "H", "H", "H", "H", "H", "H", "H", "H", "H", "H", "H", "H", "H", "H", "H", "H", "H", "H", "H", "H", "H", "H", "H", "H", "H", "H", "H", "H", "H", "H", "H", "O", "S", "O", "C", "C", "C", "C", "H", "H", "H", "H", "H", "H", "H", "H", "O", "S", "O", "C", "C", "C", "C", "H", "H", "H", "H", "H", "H", "H", "H", "O", "S", "O", "C", "C", "C", "C", "H", "H", "H", "H", "H", "H", "H", "H"], "coordinates": [[1.4455, -4.9536, 2.9842], [2.1965, -5.4604, 1.8041], [1.9409, -5.0806, 0.2127], [1.3329, -3.5581, -0.0317], [0.1520, -3.2702, -1.1420], [-0.5844, -4.4456, -2.0491], [-2.0827, -4.7114, -1.2752], [-3.2318, -3.6646, -1.8844], [-4.7531, -3.9852, -1.3418], [-5.6618, -2.5858, -1.3172], [-5.0351, -1.6206, -0.3231], [-0.2564, -1.6589, -1.3925], [-0.9468, -1.0934, -2.7616], [0.1923, -0.3311, -3.4623], [-0.2719, 0.9732, -3.9621], [0.0913, 2.2433, -2.9480], [-0.0736, -0.6557, -0.1069], [1.0261, -0.9755, 1.0195], [1.9893, -2.2896, 0.8341], [3.4396, -2.3327, 1.5935], [4.1551, -0.6851, 1.3231], [5.5270, -0.6351, 0.2827], [4.0353, -0.0850, -0.0993], [1.0041, 0.2257, 2.1527], [1.7386, 0.4107, 3.2576], [-0.2827, 0.9670, 1.7104], [-1.2639, 1.3489, 2.7957], [-2.6602, 0.4899, 2.8099], [-2.5360, -0.9936, 3.5227], [-2.9315, -2.2495, 2.5408], [-0.8091, 0.7763, 0.2819], [-1.7352, 1.4401, -0.4059], [1.9741, -4.1113, 3.6335], [0.4028, -5.3577, 3.3646], [3.0598, -6.2594, 2.0093], [1.0697, -5.8280, -0.1430], [2.8435, -5.2799, -0.4837], [-0.8064, -4.1911, -3.1469], [-0.0420, -5.4916, -2.0143], [-2.4303, -5.8489, -1.3724], [-2.0162, -4.4490, -0.1125], [-3.2279, -3.6633, -3.0656], [-2.9006, -2.5972, -1.5320], [-5.2346, -4.7227, -2.1423], [-4.6776, -4.4607, -0.2703], [-5.5809, -2.0932, -2.3851], [-6.7947, -2.8021, -1.0313], [-4.7858, -0.7045, -0.8012], [-5.7261, -1.3424, 0.4333], [-1.8548, -0.4174, -2.5858], [-1.1680, -2.0074, -3.4719], [0.3218, 1.2158, -4.9697], [-1.4273, 0.9840, -4.2192], [-0.8922, 2.8286, -2.6220], [0.8116, 3.0385, -3.4598], [0.5805, 1.8707, -1.9400], [4.2355, -3.0144, 1.0049], [3.4372, -2.4609, 2.7235], [4.1535, 0.0703, 2.3209], [5.8312, 0.1751, -0.4801], [6.0687, -0.0403, 1.1706], [-1.4017, 2.5160, 2.7767], [-0.7199, 1.1110, 3.8317], [-3.1827, 0.3673, 1.7702], [-3.4244, 1.1073, 3.4868], [-1.4480, -1.1137, 3.9787], [-3.2991, -1.0367, 4.4370], [-2.5149, -3.2433, 3.0397], [-2.4563, -2.0958, 1.4765], [-4.1095, -2.3637, 2.4378], [7.5696, 0.9649, 2.2087], [7.4044, 1.2731, 3.6137], [7.5347, 0.2672, 4.6489], [8.4591, 2.6516, 4.0171], [7.6017, 3.8760, 3.7338], [6.2169, 3.5498, 4.2909], [5.8566, 2.1394, 3.8274], [9.3685, 2.6152, 3.4149], [8.7080, 2.5825, 5.0803], [8.0222, 4.7759, 4.1921], [7.5347, 4.0457, 2.6525], [6.2479, 3.5814, 5.3868], [5.4672, 4.2767, 3.9629], [5.2467, 1.6160, 4.5680], [5.3407, 2.1544, 2.8633], [-6.0134, -2.1075, -4.4129], [-6.2059, -0.6951, -4.1596], [-5.6561, -0.0345, -2.9927], [-5.7186, 0.2109, -5.6147], [-6.9833, 0.2754, -6.4580], [-8.1161, 0.5910, -5.4823], [-7.9509, -0.3298, -4.2744], [-4.8944, -0.3004, -6.1148], [-5.4055, 1.2101, -5.2974], [-6.9033, 1.0306, -7.2453], [-7.1662, -0.6946, -6.9356], [-8.0404, 1.6372, -5.1618], [-9.0984, 0.4604, -5.9469], [-8.2823, 0.1536, -3.3519], [-8.4862, -1.2730, -4.4140], [4.0573, 4.9522, 2.8958], [3.6532, 5.8734, 1.8546], [4.1558, 7.2309, 1.7822], [3.9009, 5.0850, 0.2758], [2.5954, 4.3487, 0.0148], [1.4855, 5.3150, 0.4257], [1.8684, 5.9028, 1.7829], [4.7666, 4.4219, 0.3209], [4.0658, 5.8701, -0.4681], [2.5056, 4.0491, -1.0335], [2.5447, 3.4436, 0.6318], [1.4090, 6.1192, -0.3162], [0.5119, 4.8172, 0.4715], [1.5175, 6.9325, 1.8888], [1.4860, 5.2924, 2.6056]], "mulliken_charge": [-0.534, -0.191, -0.541, 0.240, -0.342, -1.010, -0.495, 0.263, -0.551, 0.232, -0.324, 0.198, -0.108, -0.428, -0.109, -0.382, 0.495, 0.266, 0.260, -0.483, 0.678, -1.156, -0.242, 0.001, -0.676, 0.531, -0.969, -0.297, -0.468, -0.654, -0.238, -0.678, 0.125, 0.243, 0.280, 0.288, 0.327, 0.448, 0.201, 0.364, 0.147, 0.239, -0.356, 0.254, 0.302, -0.707, 0.283, 0.168, 0.259, 0.482, -0.040, 0.309, 0.065, 0.237, 0.318, -0.151, 0.346, 0.241, -0.013, 0.405, 0.232, 0.290, 0.400, 0.134, 0.382, 0.282, 0.306, 0.274, 0.031, 0.237, -0.695, 1.192, -0.719, -0.745, -0.599, -0.402, -0.285, 0.438, 0.321, 0.404, 0.254, 0.322, 0.137, 0.439, 0.048, -0.708, 1.407, -0.658, -0.735, -0.557, -0.613, -0.766, 0.397, 0.338, 0.350, 0.293, 0.287, 0.325, 0.369, 0.389, -0.686, 1.107, -0.734, -0.878, -0.040, -0.664, -0.664, 0.458, 0.382, 0.267, -0.019, 0.329, 0.305, 0.344, 0.341], "homo_ev": -7.41, "smiles": "C=CCc1c(CCCCCN)c(COCC)c2c(c1C[C@H]1CO1)C(=O)N(CCCC)C2=O.O=S1(=O)CCCC1.O=S1(=O)CCCC1.O=S1(=O)CCCC1", "energy_ev": -96342.8089, "molar_mass_g_mol": 803.12, "charge": 0, "orbital_gap_ev": 6.291, "fmax_ev_per_a": 8.489}